1.
C4H7NO | wB97M-V/def2-TZVPD

```
13
Properties=species:S:1:pos:R:3
C -1.53958 -0.66476 0.24027
C -0.24322 -0.19677 -0.39777
C 0.29333 1.13418 0.14240
O 1.71771 1.00119 -0.01551
C 1.91072 -0.33849 -0.12037
N 0.91119 -1.10321 -0.25202
H -1.81299 -1.65877 -0.12439
H -2.34559 0.02824 -0.02746
H -1.47460 -0.70067 1.33233
H -0.40386 -0.13551 -1.48228
H 0.08004 1.25594 1.21316
H -0.04779 2.02099 -0.39154
H 2.95466 -0.64237 -0.11682
```

Output
HOMO-LUMO gap	10.67	eV
structure (SMILES)	C[C@H]1COC=N1
spin multiplicity	1
ΔE to the lowest compared entry with this formula, charge and spin	24.3	kcal/mol



2.
C3H3F3O | wB97M-V/def2-TZVPD

```
10
Properties=species:S:1:pos:R:3
C 0.80643 0.83049 -0.38298
C -0.31727 0.16698 0.55484
C -1.72525 0.30509 0.07016
O 1.96658 1.00538 -0.07888
F -2.60350 -0.51883 0.69590
F -2.21896 1.61249 0.13825
F -1.93936 0.08015 -1.24814
H 0.43909 1.20948 -1.37754
H 0.02524 -0.98550 0.66134
H -0.13288 0.66522 1.57130
```

Output
HOMO-LUMO gap	11.19	eV
structure (SMILES)	O=CCC(F)(F)F
spin multiplicity	1
ΔE to the lowest compared entry with this formula, charge and spin	9.3	kcal/mol



3.
C5H9F2N | wB97M-V/def2-TZVPD

```
17
Properties=species:S:1:pos:R:3
C 0.47672 0.77282 0.33983
C -0.54568 -0.19227 -0.22200
C 1.70899 0.76999 -0.50466
C -1.85017 0.20540 0.27596
C -0.34646 -1.65916 0.07037
N 2.80761 1.08552 0.02807
F -2.90227 -0.48780 -0.28753
F -2.10311 1.57955 0.03335
H -0.03878 1.70505 0.28090
H 0.91870 0.62752 1.41350
H -0.58092 0.05520 -1.37315
H 1.53678 0.39919 -1.46758
H -0.99347 -2.47412 -0.47530
H -0.42679 -1.84494 1.13393
H 0.66032 -1.76180 -0.20104
H 3.66592 1.12383 -0.51172
H -1.98740 0.09602 1.46708
```

Output
HOMO-LUMO gap	11.03	eV
structure (SMILES)	[H]/N=C/C[C@@H](C)C(F)F
spin multiplicity	1
ΔE to the lowest compared entry with this formula, charge and spin	13.7	kcal/mol



4.
C2H6ClN3 | wB97M-V/def2-TZVPD

```
12
Properties=species:S:1:pos:R:3
C -2.35695 -0.52432 0.38385
C 0.02623 -1.00098 -0.03440
N -3.33681 -0.13792 -0.40576
N 3.12311 0.92697 0.16829
N -1.12504 -0.73959 -0.00532
Cl 1.34884 -1.81662 -0.20639
H -2.50761 -0.81917 1.42706
H -4.32067 -0.23519 -0.01902
H -3.14014 0.36563 -1.34371
H 4.04670 1.11245 0.38965
H 3.00855 1.37925 -0.73037
H 2.39964 1.12065 0.91528
```

Output
HOMO-LUMO gap (spin up / spin down)	4.27 / 4.27	eV
spin multiplicity	1
ΔE to the lowest compared entry with this formula, charge and spin	80.0	kcal/mol
net charge	+2



5.
C7H9NS | wB97M-V/def2-TZVPD

```
18
Properties=species:S:1:pos:R:3
C -1.13688 1.13190 0.44655
C -0.78650 0.15712 1.65308
C 0.24326 0.43828 0.54325
C 0.70957 -0.61582 -0.43054
C 0.12590 -0.89350 -1.73589
C 0.67164 -1.88646 -2.32240
C 1.79490 -1.43771 -0.15308
H -0.45625 2.83406 1.47110
H -2.21962 2.81980 0.95432
H -1.63171 0.82207 -0.31067
H -1.27736 -0.82831 1.57219
H -0.55169 0.57964 2.69658
H 1.26232 1.11430 0.71948
H -0.56758 -0.26894 -2.07504
H 0.33014 -2.36693 -3.16218
H 2.63151 -1.50427 0.83435
N -1.14964 2.51753 0.69349
S 2.00799 -2.61276 -1.39459
```

Output
HOMO-LUMO gap	9.31	eV
structure (SMILES)	N[C@@H]1C[C@H]1c1ccsc1
spin multiplicity	1
ΔE to the lowest compared entry with this formula, charge and spin	68.1	kcal/mol



6.
C55H60N6O3PdSe | wB97M-V/def2-TZVPD

```
126
Properties=species:S:1:pos:R:3
Pd 0.67533 0.62225 -0.34109
C 1.47953 2.27645 6.48871
C 2.38713 1.09745 6.30671
C 3.18893 0.63225 7.33671
C 4.04213 -0.44385 7.15661
C 4.09453 -1.07695 5.92781
C 3.29213 -0.64225 4.89031
C 2.43613 0.44125 5.06851
N 1.56463 0.84635 4.05701
C 1.68483 0.63215 2.69841
N 2.94693 0.70445 2.22141
C 3.45233 0.65495 0.91441
C 2.66963 0.55945 -0.23149
C 3.25433 0.47895 -1.48479
C 4.63293 0.48355 -1.61389
C 5.41823 0.61205 -0.48189
C 4.85393 0.70655 0.78061
C 5.73543 0.86675 1.98981
N 0.64043 0.37565 1.98541
C -0.61247 0.14205 2.56831
C -0.90007 -1.13315 3.05841
C -2.14627 -1.42475 3.57641
C -3.11727 -0.43875 3.62561
C -2.82657 0.83615 3.17661
C -1.58507 1.15715 2.64901
C -1.28147 2.54765 2.19391
H 1.68683 2.77655 7.43091
H 0.43233 1.96725 6.49301
H 1.62043 2.98745 5.67561
H 3.14383 1.12115 8.30011
H 4.65873 -0.78715 7.97321
H 4.74643 -1.92475 5.77961
H 3.30253 -1.16075 3.94341
H 0.64613 1.13995 4.35791
H 3.61383 1.03375 2.90631
H 2.62473 0.42025 -2.37199
H 5.09253 0.40315 -2.58749
H 6.49393 0.64685 -0.57709
H 6.77753 0.92265 1.68461
H 5.62583 0.02115 2.67081
H 5.50003 1.78565 2.53171
H -0.12507 -1.88915 3.02471
H -2.36207 -2.41625 3.94571
H -4.09507 -0.65875 4.02451
H -3.58227 1.60445 3.23811
H -2.06957 3.23485 2.48821
H -1.20207 2.56815 1.10361
H -0.33017 2.89605 2.59161
C -4.61617 -2.39745 -0.80889
C -4.53297 -2.20975 -2.31889
C -3.32977 -2.91255 -2.94679
C -1.98447 -2.26935 -2.59719
N -1.85887 -0.95825 -3.17839
C -1.92967 0.22335 -2.51509
Se -1.96477 0.42505 -0.69279
N -1.98497 1.22765 -3.41749
C -2.22137 2.61745 -3.13839
C -3.64807 3.02575 -3.51159
C -4.71927 2.42155 -2.60319
C -4.70557 2.99715 -1.19349
C -1.87397 0.69605 -4.67789
C -1.84087 1.28515 -5.93299
C -1.75057 0.44385 -7.02759
C -1.67137 -0.93815 -6.87899
C -1.68287 -1.53385 -5.63049
C -1.79747 -0.69985 -4.52849
H -5.56737 -2.02305 -0.43799
H -3.82487 -1.85315 -0.29699
H -4.54417 -3.45385 -0.55749
H -4.49467 -1.14265 -2.54979
H -5.44067 -2.61385 -2.77409
H -3.44827 -2.91195 -4.03199
H -3.30557 -3.95125 -2.61459
H -1.16247 -2.89385 -2.95999
H -1.88797 -2.16425 -1.51559
H -1.49547 3.20425 -3.70529
H -2.03547 2.78645 -2.07779
H -3.83767 2.71905 -4.54329
H -3.70997 4.11435 -3.46789
H -4.58157 1.33925 -2.54219
H -5.69617 2.60535 -3.05629
H -3.81177 2.68365 -0.65969
H -5.56697 2.63515 -0.63829
H -4.74187 4.08365 -1.22029
H -1.87827 2.35415 -6.05399
H -1.73587 0.86895 -8.01879
H -1.59877 -1.55895 -7.75949
H -1.59917 -2.60345 -5.52309
O 0.45823 2.30265 -2.29189
C 0.73043 3.09375 -1.36419
N 1.00393 2.61355 -0.12749
C 1.40373 3.60415 0.72631
O 1.78393 3.43525 1.88141
C 1.25943 4.87075 -0.01959
C 1.41543 6.18465 0.37401
C 1.09603 7.18055 -0.53819
C 0.63463 6.86975 -1.81389
C 0.49873 5.55305 -2.22489
C 0.81383 4.55285 -1.32239
H 1.76123 6.42275 1.36871
H 1.18753 8.21865 -0.25069
H 0.36913 7.67085 -2.48619
H 0.13403 5.31465 -3.21249
C 1.65683 -7.84345 -0.78739
C 1.31853 -6.40425 -0.54779
C 0.17903 -6.03655 0.15921
C -0.15467 -4.71575 0.37631
C -1.40667 -4.39825 1.13901
C 0.66743 -3.68965 -0.16539
C 0.23693 -2.33305 -0.09649
O 0.68353 -1.40335 -0.83049
C 1.86753 -4.05955 -0.83499
C 2.83513 -3.02775 -1.32989
C 2.16023 -5.39625 -1.00999
H 0.81953 -8.48875 -0.53339
H 2.51373 -8.13475 -0.17939
H 1.92013 -8.00955 -1.83099
H -0.47347 -6.81085 0.54001
H -1.86727 -5.31545 1.49551
H -2.12697 -3.87465 0.51341
H -1.19717 -3.76955 2.00141
H -0.59257 -2.10225 0.58661
H 2.98633 -2.24565 -0.58579
H 2.45673 -2.54605 -2.23119
H 3.79733 -3.48345 -1.55829
H 3.06763 -5.67265 -1.52949
```

Output
HOMO-LUMO gap	5.66	eV
spin multiplicity	1



no.,calculated total energy (eV)
1,-7798.58968
2,-13359.04654
3,-12254.78717
4,-19141.88199
5,-19726.48401
6,-141921.09689